Formula: C50H57BrLiN4O2P2
Source: OMol25
Level of theory: wB97M-V/def2-TZVPD

Gap between HOMO and LUMO in eV: 5.1
Charge: -1
M in Da: 894.825

Each line ends with the Löwdin charge.
CARTESIAN COORDINATES (ANGSTROEM)
Li (-0.318, -0.642, 0.254)  0.50
C (1.748, -2.924, -2.968)  -0.14
C (0.560, -3.789, -2.601)  -0.55
C (-0.286, -4.057, -3.834)  -0.13
P (-0.337, -3.053, -1.099)  1.09
C (-2.147, -3.541, -1.304)  -0.55
C (-2.391, -5.014, -1.059)  -0.15
C (-3.045, -2.654, -0.447)  -0.13
C (0.390, -4.042, 0.229)  -0.32
C (0.461, -5.431, 0.105)  -0.14
C (1.189, -6.182, 1.021)  -0.13
C (1.800, -5.539, 2.077)  -0.12
C (1.676, -4.183, 2.262)  -0.07
C (0.915, -3.385, 1.393)  -0.32
N (0.565, -2.084, 1.663)  -0.02
C (0.526, -1.695, 2.982)  -0.36
C (0.065, -2.508, 4.022)  -0.08
C (0.128, -2.100, 5.351)  -0.11
C (0.658, -0.868, 5.696)  -0.12
C (1.112, -0.026, 4.687)  -0.13
C (1.027, -0.402, 3.343)  -0.32
P (1.670, 0.698, 2.087)  1.10
C (3.518, 0.618, 2.232)  -0.57
C (4.021, -0.655, 1.595)  -0.13
C (4.023, 0.740, 3.649)  -0.14
C (1.061, 2.410, 2.595)  -0.54
C (2.042, 3.378, 3.186)  -0.15
C (-0.239, 2.450, 3.407)  -0.11
H (2.457, -3.464, -3.639)  0.08
H (2.333, -2.620, -2.077)  0.07
H (1.439, -2.007, -3.496)  0.07
H (0.966, -4.736, -2.223)  0.08
H (-0.810, -3.138, -4.203)  0.08
H (-1.075, -4.818, -3.661)  0.06
H (0.324, -4.423, -4.675)  0.07
H (-2.371, -3.272, -2.351)  0.10
H (-2.213, -5.292, 0.005)  0.08
H (-1.750, -5.660, -1.683)  0.06
H (-3.440, -5.276, -1.315)  0.08
H (-2.845, -2.793, 0.642)  0.06
H (-4.121, -2.872, -0.658)  0.09
H (-2.910, -1.577, -0.678)  0.05
H (0.009, -5.915, -0.760)  0.08
H (1.296, -7.251, 0.905)  0.08
H (2.354, -6.122, 2.823)  0.10
H (2.151, -3.700, 3.119)  0.11
H (-0.343, -3.505, 3.801)  0.12
H (-0.207, -2.790, 6.128)  0.10
H (0.697, -0.551, 6.745)  0.09
H (1.540, 0.954, 4.930)  0.09
H (3.837, 1.491, 1.640)  0.10
H (3.729, -1.561, 2.165)  0.08
H (5.134, -0.648, 1.533)  0.08
H (3.630, -0.799, 0.574)  0.06
H (3.718, -0.128, 4.271)  0.08
H (3.683, 1.668, 4.152)  0.05
H (5.128, 0.766, 3.665)  0.08
H (0.809, 2.789, 1.587)  0.07
H (2.274, 3.160, 4.258)  0.07
H (1.621, 4.397, 3.169)  0.08
H (3.014, 3.441, 2.661)  0.07
H (-0.899, 1.588, 3.157)  0.07
H (-0.780, 3.390, 3.169)  0.09
H (-0.061, 2.422, 4.496)  0.07
C (-2.728, -1.071, 2.586)  -0.07
O (-2.028, -0.272, 1.650)  -0.12
C (-2.574, 0.913, 1.265)  -0.24
C (-3.805, 1.367, 1.694)  -0.04
C (-4.187, 2.669, 1.327)  -0.70
Br (-5.869, 3.298, 1.865)  0.74
C (-3.400, 3.532, 0.595)  -0.08
C (-2.128, 3.067, 0.165)  -0.06
C (-1.773, 1.757, 0.511)  -0.21
O (-0.532, 1.295, 0.176)  -0.10
C (-1.148, 3.889, -0.509)  -0.20
N (0.079, 3.499, -0.932)  0.18
C (0.710, 4.662, -1.453)  -0.18
C (1.994, 4.841, -1.924)  0.00
C (2.370, 6.113, -2.350)  -0.09
C (1.500, 7.191, -2.215)  -0.11
C (0.214, 7.017, -1.697)  -0.04
C (-0.160, 5.751, -1.330)  -0.18
N (-1.339, 5.223, -0.756)  0.17
H (-3.755, -1.333, 2.252)  0.10
H (-2.777, -0.563, 3.568)  0.11
H (-2.191, -2.030, 2.709)  0.09
H (-4.514, 0.749, 2.278)  0.12
H (-3.778, 4.535, 0.377)  0.10
H (-0.105, 2.014, -0.387)  0.05
H (2.700, 4.007, -1.977)  0.11
H (3.370, 6.246, -2.788)  0.11
H (1.803, 8.198, -2.498)  0.10
H (-0.484, 7.867, -1.631)  0.11
H (-2.149, 5.763, -0.508)  0.15
C (-4.107, -0.040, -4.607)  -0.16
C (-2.873, -0.331, -5.162)  -0.13
C (-1.707, -0.218, -4.430)  -0.07
C (-1.738, 0.102, -3.052)  -0.32
C (-3.032, 0.374, -2.512)  -0.05
C (-4.177, 0.330, -3.274)  -0.13
N (-0.640, 0.128, -2.265)  0.04
C (0.581, 0.561, -2.663)  -0.34
C (1.722, 0.242, -1.855)  -0.08
C (2.965, 0.791, -2.118)  -0.12
C (3.167, 1.588, -3.235)  -0.17
C (2.081, 1.898, -4.044)  -0.13
C (0.814, 1.421, -3.765)  -0.06
H (-5.017, -0.106, -5.202)  0.08
H (-2.820, -0.651, -6.214)  0.10
H (-0.744, -0.463, -4.889)  0.10
H (-3.132, 0.632, -1.455)  0.08
H (-5.141, 0.557, -2.799)  0.10
H (1.624, -0.447, -1.007)  0.06
H (3.802, 0.593, -1.438)  0.09
H (4.150, 1.941, -3.502)  0.08
H (2.225, 2.568, -4.899)  0.10
H (-0.030, 1.674, -4.382)  0.09